C20H34ClPSn | ωB97M-V with the def2-TZVPD basis set

The geometry in XYZ format:
```
57
Properties=species:S:1:pos:R:3:forces:R:3
H 0.407967 -1.442272 3.513408 0.028 0.005 0.271
H -2.758708 1.843808 3.135016 -0.162 -0.043 -0.226
C -2.449139 -0.685526 1.068939 1.090 1.507 -0.095
C -2.172992 1.917164 4.042773 -0.044 0.622 0.477
H -0.126192 2.249000 4.697933 -0.157 -0.102 -0.419
H -0.565576 3.099163 3.205241 -0.085 -0.219 0.238
H 1.761814 -1.932427 1.960017 0.137 -0.101 0.933
C 2.051353 -1.509260 -1.308230 2.018 -0.300 0.655
H 2.511190 0.514670 2.737725 -0.223 0.413 -0.162
H -1.965000 1.473518 0.626583 -0.353 -0.249 -0.213
C -1.091550 0.936530 -6.253113 -0.685 0.362 0.969
C -2.337666 0.523866 0.245226 -0.969 0.017 0.118
H 2.484829 -1.093765 -2.212752 -0.396 0.208 0.242
H -1.930196 0.355212 -5.836372 0.110 0.395 -0.344
H 1.876322 -0.357039 -5.634304 0.191 0.349 -0.277
H -2.390570 -0.708978 2.157203 -0.079 -0.071 -0.331
C -2.852968 -1.739273 0.201546 0.035 -0.751 -2.331
C 1.474029 -2.778532 -1.253387 -0.339 -0.151 0.400
C -0.699219 2.156320 3.760617 0.061 0.270 -0.609
H 0.927833 0.628862 5.739444 -0.066 0.035 0.002
C 2.226641 -0.978369 0.004899 0.227 -1.129 -0.571
Cl 0.162827 0.515756 -1.467951 -0.280 0.055 -0.143
H -2.888902 0.879666 -1.897332 0.346 -0.145 0.355
H -0.773520 1.694211 -5.520940 -0.329 0.001 -0.404
H 2.263114 2.156322 4.695639 -0.071 0.058 -0.313
H 2.584031 0.010672 0.290690 0.096 -0.498 -0.172
H 1.236475 1.297692 -5.372517 0.338 -0.011 -0.276
C -2.984766 -1.180882 -1.120340 -1.254 -0.650 1.131
H 1.959575 1.817396 1.615976 0.288 -0.212 0.554
H 2.162963 -0.329127 4.912595 -0.260 0.041 0.048
C 0.182822 -0.512769 4.053512 -0.952 0.187 -1.578
C 1.877058 1.418143 2.650544 -0.676 -0.102 -0.643
H -2.342915 1.034854 4.651859 -0.022 -0.162 0.039
H -0.860111 -0.619236 4.381889 0.172 -0.075 0.076
C 1.699569 -1.963862 0.906270 -0.466 1.711 -1.125
C 1.105405 -0.303401 5.208284 0.710 0.041 0.349
H 0.951665 -1.107574 5.914806 0.066 -0.188 0.296
H -2.555659 2.775421 4.616820 -0.005 -0.328 -0.198
H 1.978491 0.861044 -6.909762 -0.073 0.051 -0.393
H -1.203464 -1.576326 -6.057569 0.317 -0.200 -0.382
C -2.750138 0.198768 -1.059015 -0.211 0.206 0.993
H 1.738224 3.420154 3.550307 0.112 -0.287 0.014
H 3.353942 2.726383 3.441552 -0.037 0.092 0.087
H 0.762425 -3.965263 0.516553 -0.076 -0.318 0.093
H 0.574922 -1.896348 -6.001568 -0.383 -0.131 -0.438
H 1.290641 -3.424908 -2.125658 -0.037 0.359 0.733
Sn -0.358572 -1.029607 0.260649 0.093 0.437 0.920
C 2.309041 2.489132 3.651962 0.261 0.060 0.041
H -3.018503 -2.764214 0.522292 -0.146 0.228 -0.214
H -0.287831 -1.824288 -7.542284 0.042 0.202 -0.369
C 1.351621 0.486435 -6.101297 0.538 -0.044 0.893
P 0.086205 0.833898 2.725501 1.467 -0.428 1.488
C -0.234555 -1.383991 -6.546822 -0.071 -0.841 0.850
H -3.467218 -1.654545 -1.976534 0.586 -0.222 0.309
C 1.162014 -3.058470 0.111506 -0.429 0.151 -1.424
C 0.022443 0.036566 -6.453482 -0.134 -0.078 0.469
H -1.471512 1.469621 -7.124558 0.143 -0.026 -0.391
```
Forces are in eV/Å.

net charge = +2
HOMO-LUMO gap = 5.252 eV
lowest unoccupied orbital energy = -8.3032 eV
2S+1 = 1
highest occupied orbital energy = -13.56 eV

Atom charges from the Löwdin analysis, given in e for atoms 1 to 2: 0.05 0.06

=====

C12H14N2O | ωB97M-V with the def2-TZVPD basis set

The geometry in XYZ format:
```
29
Properties=species:S:1:pos:R:3:forces:R:3
H -5.360917 -0.906075 -0.287156 -0.475 -0.613 -0.518
C -2.025973 -1.181753 -0.747214 -0.919 2.019 0.205
H -0.157880 2.909307 -1.080281 0.659 -0.685 1.411
C 3.024258 -0.930441 1.000241 0.515 -0.498 0.540
C -2.573888 0.427298 0.871162 -0.498 3.435 1.048
C 0.333973 2.678856 -0.071979 1.363 0.761 -0.670
C -1.613771 -0.094685 0.078685 0.808 -2.792 -0.003
H 2.985920 -0.278494 1.854195 -0.048 0.274 0.399
H 4.069792 -1.087899 0.729296 -0.166 0.244 -0.265
O 0.460221 -2.210934 0.477148 0.263 1.829 -0.817
C -4.298978 -0.807739 -0.213341 0.317 -0.442 -0.263
H 1.919739 -0.228072 -2.048715 -0.041 0.123 -1.259
H 3.642194 -0.704206 -1.630888 -1.651 0.064 0.262
C -3.923099 0.061221 0.787311 3.716 -1.756 -3.230
H 1.386237 3.097194 -0.059905 -1.453 0.377 -0.200
C -0.142825 0.081919 0.240875 0.259 -1.263 -0.392
H -0.245913 3.128491 0.719530 -0.272 0.052 0.218
N 1.940611 0.944008 -0.061890 1.010 1.268 0.092
C -3.337214 -1.453765 -1.051649 -0.612 -0.116 1.674
H 2.322666 -2.016504 -1.744479 0.256 2.621 1.156
H -2.314011 1.410236 1.364800 -0.325 -1.441 0.242
C 2.141082 -0.437392 -0.091487 -1.142 -0.961 1.971
H -4.616120 0.555640 1.285650 -3.002 2.081 2.465
H -3.549963 -2.291012 -1.738475 -0.203 0.832 0.318
C 0.725658 1.253906 0.153276 -1.016 -0.213 -1.692
H -1.298778 -1.652869 -1.282103 1.956 -1.463 -1.310
N 0.689193 -0.974233 0.229749 -0.445 -0.343 0.327
H 2.612441 -1.884540 1.271253 -0.012 -0.672 0.348
C 2.526067 -0.868176 -1.444154 1.158 -2.721 -2.057
```
Forces are in eV/Å.

energy above the lowest of the compared OMol25 structures with the same formula, charge and spin = 101.0 kcal per mole
HOMO-LUMO gap (spin up / spin down) = 8.321 / 8.320 eV
lowest unoccupied orbital energy (spin up / spin down) = 0.0070 / 0.0081 eV
2S+1 = 1
SMILES string = CC1=NC(C)(C)[N+]([O-])=C1c1ccccc1
highest occupied orbital energy (spin up / spin down) = -8.31 / -8.31 eV

Atom charges from the Löwdin analysis, given in e for atoms 1 to 2: 0.09 -0.03

=====

Computed largest force on an atom (eV/Å) in order:
2.45 5.23